No. 1
Entry from the Open Molecules 2025 dataset: a single C4H4O3 molecule (wB97M-V/def2-TZVPD).

The geometry in XYZ format:
```
11
Properties=species:S:1:pos:R:3:mulliken_charge:R:1
C 1.094 0.020 0.050 0.607
C -0.993 -1.001 0.407 -0.207
C -1.072 1.159 -0.095 -0.126
C 0.245 1.147 0.282 -0.438
H -1.506 -2.000 0.345 0.232
H -0.811 -0.634 1.493 0.390
H -1.613 2.065 -0.097 0.447
H 0.742 2.056 0.551 0.362
O 2.277 0.054 -0.159 -0.507
O 0.358 -1.203 -0.190 -0.382
O -1.692 -0.031 -0.420 -0.379
```

Values from the calculation:
HOMO energy in hartree: -0.37262
DFT total energy in eV: -10353.8417
LUMO level in eV: 0.2
Charge: 0
SMILES: O=C1C=COCO1
ΔE to the lowest compared entry with this formula, charge and spin in kcal/mol: 31.6

=====

No. 2
Entry from the Open Molecules 2025 dataset: a single C4H4O3 molecule (wB97M-V/def2-TZVPD).

The geometry in XYZ format:
```
11
Properties=species:S:1:pos:R:3:mulliken_charge:R:1
O -1.798 1.238 0.201 -0.299
C -0.492 1.327 0.265 -0.861
C 0.105 0.047 -0.196 1.600
C -0.175 -1.168 0.607 -0.585
O -0.668 -1.052 -0.698 -0.438
C 1.476 0.150 -0.805 -0.311
O 2.161 1.139 -0.768 -0.443
H -2.121 2.088 0.536 0.468
H 0.625 -1.893 0.763 0.282
H -0.916 -1.093 1.404 0.252
H 1.804 -0.783 -1.309 0.334
```

Values from the calculation:
HOMO energy in hartree: -0.33335
DFT total energy in eV: -10350.8741
LUMO level in eV: 0.4
Charge: 0
ΔE to the lowest compared entry with this formula, charge and spin in kcal/mol: 100.0

=====

No. 3
Entry from the Open Molecules 2025 dataset: a single C4H4O3 molecule (wB97M-V/def2-TZVPD).

The geometry in XYZ format:
```
11
Properties=species:S:1:pos:R:3:mulliken_charge:R:1
C -2.071 0.120 -0.532 -0.674
C -0.756 0.127 -0.606 0.005
O 0.046 -1.009 -0.464 -0.324
C 0.769 -0.681 0.655 0.526
O 0.446 -0.940 1.776 -0.453
C 2.021 0.137 0.342 0.147
O 2.026 1.048 -0.448 -0.431
H -2.536 1.087 -0.411 0.234
H -2.679 -0.772 -0.563 0.276
H -0.172 1.036 -0.678 0.350
H 2.906 -0.152 0.927 0.344
```

Values from the calculation:
HOMO energy in hartree: -0.37297
DFT total energy in eV: -10353.0003
LUMO level in eV: -0.5
Charge: 0
SMILES: C=COC(=O)C=O
ΔE to the lowest compared entry with this formula, charge and spin in kcal/mol: 51.0

=====

No. 4
Entry from the Open Molecules 2025 dataset: a single C4H4O3 molecule (wB97M-V/def2-TZVPD).

The geometry in XYZ format:
```
11
Properties=species:S:1:pos:R:3:mulliken_charge:R:1
O -0.341 2.035 -1.118 -0.450
C -0.510 1.057 -0.470 0.467
O -1.654 0.237 -0.623 -0.196
C -2.046 -0.479 0.428 -0.268
C 0.375 0.291 0.465 -0.023
C 1.519 -0.475 -0.038 -0.280
O 1.670 0.690 0.764 -0.413
H -2.374 -1.427 -0.048 0.142
H -0.236 -0.139 1.267 0.535
H 1.864 -0.358 -1.063 0.240
H 1.734 -1.433 0.436 0.246
```

Values from the calculation:
HOMO energy in hartree: -0.34007
DFT total energy in eV: -10350.0935
LUMO level in eV: -0.4
Charge: 0
ΔE to the lowest compared entry with this formula, charge and spin in kcal/mol: 118.0

=====

No. 5
Entry from the Open Molecules 2025 dataset: a single C4H4O3 molecule (wB97M-V/def2-TZVPD).

The geometry in XYZ format:
```
11
Properties=species:S:1:pos:R:3:mulliken_charge:R:1
C 1.625 -0.798 -0.334 -0.794
C 0.810 0.326 -0.892 0.785
O 0.827 0.799 -1.978 -0.454
C -1.084 0.044 0.219 -0.290
O -0.118 0.898 0.070 -0.159
C -2.214 0.567 1.006 0.166
O -2.395 0.278 2.170 -0.450
H 2.674 -0.491 -0.344 0.309
H 1.518 -1.669 -0.984 0.282
H 1.324 -1.061 0.679 0.304
H -2.968 1.107 0.388 0.299
```

Values from the calculation:
HOMO energy in hartree: -0.34325
DFT total energy in eV: -10351.8433
LUMO level in eV: -0.2
Charge: 0
ΔE to the lowest compared entry with this formula, charge and spin in kcal/mol: 77.7

=====

No. 6
Entry from the Open Molecules 2025 dataset: 2 unconnected molecules or ions with the total composition C4H4O3 (wB97M-V/def2-TZVPD).

The geometry in XYZ format:
```
11
Properties=species:S:1:pos:R:3:mulliken_charge:R:1
O 3.038 0.174 -0.474 -0.087
C 2.128 -0.132 -1.074 0.015
C -0.821 0.159 0.393 0.117
C 0.099 -0.060 1.477 -0.182
O -1.159 0.650 1.626 -0.449
C -1.361 0.126 -0.812 -0.048
O -0.830 -0.436 -1.936 -0.454
H 0.117 -0.581 -1.794 0.280
H 0.138 -1.030 1.977 0.200
H 0.989 0.562 1.595 0.270
H -2.338 0.567 -0.977 0.338
```

Values from the calculation:
HOMO energy in hartree: -0.31028
DFT total energy in eV: -10352.2263
LUMO level in eV: 0.7
Charge: 0
ΔE to the lowest compared entry with this formula, charge and spin in kcal/mol: 68.9

=====

No. 7
Entry from the Open Molecules 2025 dataset: a single C4H4O4 molecule (wB97M-V/def2-TZVPD).

The geometry in XYZ format:
```
12
Properties=species:S:1:pos:R:3:mulliken_charge:R:1
C 1.761 0.159 -0.016 0.186
C 0.386 -0.318 -0.137 0.645
C -0.755 0.467 -0.647 0.066
C -1.707 0.275 0.732 -0.393
H 2.001 -1.574 -0.276 0.419
H -0.846 1.490 -1.182 0.410
H -1.627 -0.362 1.684 0.272
H -2.173 1.221 0.781 0.320
O 2.653 -0.833 -0.105 -0.466
O 2.000 1.383 -0.119 -0.555
O 0.274 -1.455 -0.017 -0.549
O -1.967 -0.451 -0.698 -0.355
```

Values from the calculation:
HOMO energy in hartree: -0.38365
DFT total energy in eV: -12398.5940
LUMO level in eV: -0.4
Charge: 0
SMILES: O=C(O)C(=O)[C@@H]1CO1
ΔE to the lowest compared entry with this formula, charge and spin in kcal/mol: 108.6

=====

No. 8
Entry from the Open Molecules 2025 dataset: a molecular structure, C4H4O5Pd (wB97M-V/def2-TZVPD).

The geometry in XYZ format:
```
14
Properties=species:S:1:pos:R:3:lowdin_spin:R:1
O 1.514 -0.200 0.403 0.109
C 0.296 -0.736 0.288 0.494
C 1.404 1.182 0.756 0.027
O -0.604 -1.020 -1.687 0.389
O -0.676 0.166 0.437 0.085
C -0.113 1.428 0.801 0.024
H 1.911 1.769 -0.018 0.004
H 1.889 1.335 1.727 0.014
H -0.449 2.171 0.069 0.003
H -0.472 1.691 1.804 0.011
O 0.082 -1.936 0.523 0.340
O -2.838 -1.473 -2.317 0.099
C -1.788 -1.843 -1.805 0.263
Pd -0.156 -2.536 -0.982 1.139
```

Values from the calculation:
HOMO energy (alpha / beta) in hartree: -0.00505 / -0.15978
DFT total energy in eV: -17920.6776
LUMO level (alpha / beta) in eV: 3.6 / 3.5
Charge: -1
Spin multiplicity: 4

=====

No. 9
Entry from the Open Molecules 2025 dataset: a molecular structure, C4H4O5Pr (wB97M-V/def2-TZVPD).

The geometry in XYZ format:
```
14
Properties=species:S:1:pos:R:3:lowdin_spin:R:1
O -3.612 0.039 -0.484 -0.001
C -2.434 -0.286 -0.252 0.000
O -1.929 -1.439 -0.343 -0.002
O -1.493 0.710 -0.286 -0.009
C -0.681 0.924 -1.478 -0.035
H -1.242 0.601 -2.372 -0.002
C -0.494 2.430 -1.599 -0.004
H -1.454 2.969 -1.496 -0.001
H 0.211 2.821 -0.848 0.000
H -0.033 2.656 -2.574 0.000
C 1.287 2.079 2.042 0.000
O 2.027 1.369 1.494 0.000
O 0.539 2.742 2.623 0.000
Pr 1.461 -0.597 -1.161 3.055
```

Values from the calculation:
HOMO energy (alpha / beta) in hartree: -0.24618 / -0.24685
DFT total energy in eV: -28514.8957
LUMO level (alpha / beta) in eV: -1.8 / -1.8
Charge: 0
ΔE to the lowest compared entry with this formula, charge and spin in kcal/mol: 0.0
Spin multiplicity: 4

=====

No. 10
Entry from the Open Molecules 2025 dataset: a single C4H4O5S molecule (wB97M-V/def2-TZVPD).

The geometry in XYZ format:
```
14
Properties=species:S:1:pos:R:3:mulliken_charge:R:1
C -0.378 1.534 0.214 0.439
C -1.592 -0.299 -0.242 0.487
C 0.659 0.564 -0.408 -0.020
C -0.097 -0.844 -0.175 0.489
O -0.210 2.557 0.799 -0.498
O -2.517 -1.050 -0.492 -0.565
O -1.621 0.919 0.146 -0.269
O 1.898 0.638 0.106 -0.494
O 0.264 -1.858 -0.978 -0.547
S 0.062 -1.299 1.645 -0.232
H 0.422 0.978 -1.477 0.255
H 2.212 1.560 0.268 0.381
H -0.482 -2.472 -1.181 0.388
H 1.380 -0.929 1.773 0.184
```

Values from the calculation:
HOMO energy in hartree: -0.36393
DFT total energy in eV: -25284.5854
LUMO level in eV: 0.3
Charge: 0
SMILES: O=C1OC(=O)[C@](O)(S)[C@@H]1O
ΔE to the lowest compared entry with this formula, charge and spin in kcal/mol: 0.0

=====

No. 11
Entry from the Open Molecules 2025 dataset: a molecular structure, C4H4O5Tm (wB97M-V/def2-TZVPD).

The geometry in XYZ format:
```
14
Properties=species:S:1:pos:R:3:lowdin_spin:R:1
O 0.793 0.325 -0.081 0.034
H 0.898 -1.194 3.545 0.000
O -1.419 -0.077 0.351 0.076
O 0.148 -1.066 1.646 0.002
C 1.093 -0.655 2.609 0.000
C 0.862 0.867 2.739 0.000
O -0.176 1.132 1.820 0.004
C -0.229 0.070 0.875 0.006
H 2.116 -0.881 2.271 0.000
H 1.769 1.438 2.486 0.000
H 0.522 1.161 3.740 0.000
Tm -1.497 0.080 -1.951 2.809
C 0.954 -0.300 -1.626 0.058
O 2.008 -0.089 -2.194 0.010
```

Values from the calculation:
HOMO energy (alpha / beta) in hartree: -0.28358 / -0.32476
DFT total energy in eV: -43975.9779
LUMO level (alpha / beta) in eV: -1.1 / -2.1
Charge: 0
ΔE to the lowest compared entry with this formula, charge and spin in kcal/mol: 43.5
Spin multiplicity: 4

=====

No. 12
Entry from the Open Molecules 2025 dataset: a single C4H4OS3 molecule (wB97M-V/def2-TZVPD).

The geometry in XYZ format:
```
12
Properties=species:S:1:pos:R:3:mulliken_charge:R:1
C 1.080 -0.149 -0.124 -0.360
C 0.058 -0.336 0.951 -0.210
C -1.978 -0.699 -0.454 0.318
C -0.150 0.775 0.032 -0.126
H 2.702 1.265 -0.845 0.131
H 1.105 -0.887 -0.927 0.385
H 0.363 -0.062 1.974 0.411
H -0.003 1.810 0.295 0.424
O -1.327 0.454 -0.708 -0.344
S 2.626 0.554 0.284 -0.222
S -1.212 -1.545 0.837 -0.128
S -3.263 -1.181 -1.314 -0.278
```

Values from the calculation:
HOMO energy in hartree: -0.33022
DFT total energy in eV: -38764.3781
LUMO level in eV: 0.3
Charge: 0
SMILES: S=C1O[C@@H]2[C@@H](S)[C@@H]2S1
ΔE to the lowest compared entry with this formula, charge and spin in kcal/mol: 24.8

=====

No. 13
Entry from the Open Molecules 2025 dataset: 2 unconnected molecules or ions with the total composition C4H4PS (wB97M-V/def2-TZVPD).

The geometry in XYZ format:
```
10
Properties=species:S:1:pos:R:3:mulliken_charge:R:1
C -0.591 0.403 0.201 -0.323
C -0.140 -0.344 -0.912 0.431
C 0.334 1.374 0.332 -0.433
C 0.789 -0.393 -1.806 -0.579
P 1.510 1.164 -1.085 0.029
S -1.791 -2.512 1.520 -0.794
H -1.449 0.162 0.802 0.342
H -1.496 -2.493 0.226 -0.105
H 0.382 2.180 1.047 0.391
H 2.452 0.460 -0.325 0.042
```

Values from the calculation:
HOMO energy in hartree: -0.10414
DFT total energy in eV: -24333.1993
LUMO level in eV: 2.8
Charge: -1
ΔE to the lowest compared entry with this formula, charge and spin in kcal/mol: 88.9

=====

No. 14
Entry from the Open Molecules 2025 dataset: a single C4H4S molecule (wB97M-V/def2-TZVPD).

The geometry in XYZ format:
```
9
Properties=species:S:1:pos:R:3:mulliken_charge:R:1
C -2.573 -0.965 -0.006 0.231
C -1.761 -0.055 -0.077 -0.566
C 1.948 0.608 0.035 -0.584
C 0.753 0.080 -0.091 -0.014
S -0.645 1.183 -0.011 -0.152
H -3.422 -1.499 0.298 0.407
H 2.866 -0.053 0.133 0.214
H 2.186 1.720 -0.111 0.183
H 0.647 -1.019 -0.169 0.280
```

Values from the calculation:
HOMO energy (alpha / beta) in hartree: -0.31238 / -0.31238
DFT total energy in eV: -15044.6830
LUMO level (alpha / beta) in eV: 0.9 / 0.9
Charge: 0
SMILES: C#CSC=C
ΔE to the lowest compared entry with this formula, charge and spin in kcal/mol: 69.1

=====

No. 15
Entry from the Open Molecules 2025 dataset: a single C4H4S molecule (wB97M-V/def2-TZVPD).

The geometry in XYZ format:
```
9
Properties=species:S:1:pos:R:3:mulliken_charge:R:1
C -0.667 -1.356 -0.940 0.284
C -0.287 -0.547 -0.121 0.278
C -0.922 -2.610 -1.727 -0.333
C 0.230 0.551 0.649 -1.087
S 0.156 -3.694 -2.147 -0.217
H -2.063 -2.713 -1.820 0.244
H 0.500 1.287 -0.161 0.262
H 1.339 0.419 1.028 0.273
H -0.298 0.817 1.589 0.296
```

Values from the calculation:
HOMO energy in hartree: -0.32857
DFT total energy in eV: -15044.8546
LUMO level in eV: -0.6
Charge: 0
SMILES: CC#CC=S
ΔE to the lowest compared entry with this formula, charge and spin in kcal/mol: 65.1

=====

No. 16
Entry from the Open Molecules 2025 dataset: a molecular structure, C4H4S (wB97M-V/def2-TZVPD).

The geometry in XYZ format:
```
9
Properties=species:S:1:pos:R:3:mulliken_charge:R:1
C -0.347 1.037 0.002 -0.275
C -0.397 -1.001 -0.134 -0.375
C 0.851 0.000 -0.038 -0.180
C -1.631 0.037 0.062 -0.232
S 2.696 0.049 0.048 -0.200
H -0.269 1.720 0.925 0.289
H -0.276 1.612 -0.870 0.299
H -0.440 -1.921 -0.740 0.405
H -0.187 -1.534 0.745 0.269
```

Values from the calculation:
HOMO energy (alpha / beta) in hartree: -0.32858 / -0.32857
DFT total energy in eV: -15040.5613
LUMO level (alpha / beta) in eV: -1.3 / -1.3
Charge: 0
ΔE to the lowest compared entry with this formula, charge and spin in kcal/mol: 164.1

=====

No. 17
Entry from the Open Molecules 2025 dataset: a single C4H4S2 molecule (wB97M-V/def2-TZVPD).

The geometry in XYZ format:
```
10
Properties=species:S:1:pos:R:3:mulliken_charge:R:1
C 2.233 0.020 0.053 -1.155
C 0.857 -0.016 -0.324 0.560
C -0.301 -0.054 -0.383 -0.098
C -1.721 0.176 -0.219 0.096
H 2.447 -0.893 0.673 0.253
H 3.007 0.229 -0.630 0.353
H 2.353 0.955 0.710 0.262
H -3.831 -0.750 0.233 0.156
S -2.622 -1.307 -0.058 -0.177
S -2.421 1.640 -0.056 -0.250
```

Values from the calculation:
HOMO energy in hartree: -0.32240
DFT total energy in eV: -25880.6430
LUMO level in eV: -0.7
Charge: 0
SMILES: CC#CC(=S)S
ΔE to the lowest compared entry with this formula, charge and spin in kcal/mol: 47.9

=====

No. 18
Entry from the Open Molecules 2025 dataset: a single C4H4S2 molecule (wB97M-V/def2-TZVPD).

The geometry in XYZ format:
```
10
Properties=species:S:1:pos:R:3:mulliken_charge:R:1
C -1.889 0.178 -0.017 -0.145
C 0.589 -0.999 0.271 -0.609
C 1.206 0.239 -0.182 -0.431
C 1.790 1.240 -0.441 0.108
H -1.248 0.941 0.486 0.251
H 0.519 -1.082 1.360 0.331
H 1.199 -1.818 -0.094 0.311
H 2.349 2.142 -0.669 0.398
S -3.479 0.393 -0.180 -0.218
S -1.038 -1.233 -0.534 0.003
```

Values from the calculation:
HOMO energy in hartree: -0.32165
DFT total energy in eV: -25880.6275
LUMO level in eV: -0.2
Charge: 0
SMILES: C#CCSC=S
ΔE to the lowest compared entry with this formula, charge and spin in kcal/mol: 48.3

=====

No. 19
Entry from the Open Molecules 2025 dataset: a molecular structure, C4H4Sc (wB97M-V/def2-TZVPD).

The geometry in XYZ format:
```
9
Properties=species:S:1:pos:R:3:mulliken_charge:R:1
C 0.291 0.899 0.089 -0.442
C 0.206 1.020 -1.155 0.194
H 0.627 2.198 -0.687 0.513
Sc -1.123 0.064 1.583 1.760
C 0.502 -0.340 -1.631 0.293
C 1.469 -1.165 -1.188 -0.526
H 1.535 -2.187 -1.564 0.360
H -0.140 -0.668 -2.454 0.448
H 2.095 -0.947 -0.322 0.402
```

Values from the calculation:
HOMO energy (alpha / beta) in hartree: -0.96421 / -0.88551
DFT total energy in eV: -24868.3493
LUMO level (alpha / beta) in eV: -15.9 / -18.4
Charge: +3
ΔE to the lowest compared entry with this formula, charge and spin in kcal/mol: 0.0

=====

No. 20
Entry from the Open Molecules 2025 dataset: 2 unconnected molecules or ions with the total composition C4H4Si (wB97M-V/def2-TZVPD).

The geometry in XYZ format:
```
9
Properties=species:S:1:pos:R:3:mulliken_charge:R:1
C 2.914 0.629 -2.482 -0.145
C 2.119 1.064 -1.691 -0.167
C 0.252 0.062 -0.351 0.166
C -0.422 -0.414 0.530 -0.383
Si -1.918 -0.528 1.718 0.450
H 3.519 0.619 -3.342 0.328
H -2.460 -1.835 1.488 -0.075
H -2.410 0.599 1.078 -0.087
H -1.593 -0.196 3.052 -0.088
```

Values from the calculation:
HOMO energy (alpha / beta) in hartree: -0.39004 / -0.38114
DFT total energy in eV: -12079.4410
LUMO level (alpha / beta) in eV: -2.7 / -2.7
Charge: 0
ΔE to the lowest compared entry with this formula, charge and spin in kcal/mol: 137.5